1.
Entry from OMol25: 7 unconnected molecules or ions with the total composition C38H34Br2N6O12 (ωB97M-V/def2-TZVPD).

CARTESIAN COORDINATES (ANGSTROEM)
Br1 -9.340 7.830 5.496
C1 -7.763 6.845 5.993
C2 -7.519 7.046 7.488
Br2 -7.052 8.969 7.837
H1 -6.911 7.153 5.387
H2 -7.982 5.797 5.789
H3 -6.643 6.465 7.777
H4 -8.414 6.759 8.041
C3 -1.046 -5.527 -8.252
C4 -1.233 -6.521 -7.238
C5 -0.847 -7.852 -7.411
C6 -0.252 -8.181 -8.603
C7 -0.105 -7.248 -9.637
C8 -0.501 -5.934 -9.461
N1 0.125 -9.593 -8.891
O1 0.227 -10.383 -7.944
O2 0.332 -9.909 -10.050
H5 -1.177 -4.539 -7.837
H6 -1.700 -6.255 -6.302
H7 -1.023 -8.533 -6.592
H8 0.296 -7.420 -10.626
H9 -0.363 -5.286 -10.313
C9 14.219 2.919 -0.624
C10 13.016 2.971 0.061
C11 12.102 1.963 0.054
C12 12.401 0.807 -0.734
C13 13.614 0.730 -1.461
C14 14.485 1.839 -1.472
N2 11.487 -0.444 -0.726
O3 11.952 -1.509 -1.066
O4 10.354 -0.299 -0.254
H10 14.881 3.772 -0.593
H11 12.977 3.844 0.695
H12 11.212 2.092 0.653
H13 13.873 -0.194 -1.958
H14 15.287 1.803 -2.194
C15 -13.089 -3.830 -0.964
C16 -12.935 -4.062 -2.321
C17 -11.725 -4.520 -2.806
C18 -10.673 -4.943 -1.957
C19 -10.849 -4.664 -0.607
C20 -11.967 -3.978 -0.120
N3 -9.428 -5.474 -2.511
O5 -8.462 -5.661 -1.787
O6 -9.437 -5.684 -3.692
H15 -14.010 -3.515 -0.496
H16 -13.738 -3.897 -3.024
H17 -11.644 -4.466 -3.882
H18 -10.065 -4.881 0.103
H19 -12.025 -3.861 0.952
C21 -2.328 5.821 14.230
C22 -1.878 7.163 14.027
C23 -1.436 7.538 12.737
C24 -1.462 6.615 11.675
C25 -1.863 5.287 11.953
C26 -2.296 4.865 13.239
N4 -1.011 7.122 10.344
O7 -0.644 8.291 10.232
O8 -1.165 6.378 9.365
H20 -2.647 5.400 15.171
H21 -1.757 7.830 14.868
H22 -1.038 8.531 12.592
H23 -1.934 4.567 11.151
H24 -2.627 3.861 13.458
C27 6.736 -0.617 -8.447
C28 5.497 -0.166 -9.003
C29 4.610 0.531 -8.185
C30 5.024 0.936 -6.961
C31 6.251 0.465 -6.433
C32 7.169 -0.248 -7.184
N5 4.216 1.881 -6.146
O9 3.045 1.896 -6.340
O10 4.699 2.445 -5.235
H25 7.486 -1.209 -8.950
H26 5.136 -0.336 -10.007
H27 3.646 0.785 -8.599
H28 6.414 0.802 -5.420
H29 8.093 -0.536 -6.704
C33 1.121 -0.871 0.912
C34 1.051 0.289 1.657
C35 -0.117 0.534 2.402
C36 -1.239 -0.304 2.367
C37 -1.177 -1.450 1.584
C38 0.021 -1.730 0.850
N6 -2.455 0.093 3.133
O11 -2.392 1.095 3.822
O12 -3.488 -0.554 2.946
H30 2.102 -1.120 0.533
H31 1.961 0.868 1.721
H32 -0.203 1.416 3.019
H33 -2.055 -2.061 1.432
H34 0.008 -2.646 0.278

## Properties
HOMO energy in eV: -9.867
Net charge: 0
Relative energy (zero: lowest compared OMol25 entry of this formula, charge and spin) in kJ/mol: 308.0
Orbital gap in eV: 9.24
SMILES: O=[N+]([O-])c1ccccc1.O=[N+]([O-])c1ccccc1.O=[N+]([O-])c1ccccc1.O=[N+]([O-])c1ccccc1.O=[N+]([O-])c1ccccc1.O=[N+]([O-])c1ccccc1.BrCCBr
Total energy in Ha: -7847.21700

Atomic charges from the Löwdin analysis, expressed in e, are listed below: number 1, Br, carries 0.61; number 2, C, carries -0.72; number 3, C, carries -0.65; number 4, Br, carries 0.54; number 5, H, carries 0.06; number 6, H, carries 0.06; number 7, H, carries 0.06; number 8, H, carries 0.05; number 9, C, carries -0.05; number 10, C, carries -0.06; number 11, C, carries -0.01; number 12, C, carries -0.14; number 13, C, carries -0.01; number 14, C, carries -0.08; number 15, N, carries -0.34; number 16, O, carries 0.06; number 17, O, carries 0.07; number 18, H, carries 0.10; number 19, H, carries 0.10; number 20, H, carries 0.12; number 21, H, carries 0.12; number 22, H, carries 0.11; number 23, C, carries -0.07; number 24, C, carries -0.10; number 25, C, carries -0.01; number 26, C, carries -0.08; number 27, C, carries -0.01; number 28, C, carries -0.06; number 29, N, carries -0.34; number 30, O, carries 0.07; number 31, O, carries 0.05; number 32, H, carries 0.11; number 33, H, carries 0.11; number 34, H, carries 0.12; number 35, H, carries 0.11; number 36, H, carries 0.10; number 37, C, carries -0.06; number 38, C, carries -0.08; number 39, C, carries -0.01; number 40, C, carries -0.13; number 41, C, carries -0.01; number 42, C, carries -0.06; number 43, N, carries -0.37; number 44, O, carries 0.08; number 45, O, carries 0.09; number 46, H, carries 0.10; number 47, H, carries 0.11; number 48, H, carries 0.12; number 49, H, carries 0.12; number 50, H, carries 0.10; number 51, C, carries -0.08; number 52, C, carries -0.04; number 53, C, carries -0.01; number 54, C, carries -0.12; number 55, C, carries 0.01; number 56, C, carries -0.07; number 57, N, carries -0.33; number 58, O, carries 0.06; number 59, O, carries 0.06; number 60, H, carries 0.10; number 61, H, carries 0.10; number 62, H, carries 0.11; number 63, H, carries 0.11; number 64, H, carries 0.11; number 65, C, carries -0.06; number 66, C, carries -0.04; number 67, C, carries -0.03; number 68, C, carries -0.14; number 69, C, carries 0.00; number 70, C, carries -0.07; number 71, N, carries -0.40; number 72, O, carries 0.09; number 73, O, carries 0.10; number 74, H, carries 0.10; number 75, H, carries 0.10; number 76, H, carries 0.12; number 77, H, carries 0.11; number 78, H, carries 0.11; number 79, C, carries -0.09; number 80, C, carries -0.06; number 81, C, carries 0.00; number 82, C, carries -0.14; number 83, C, carries 0.00; number 84, C, carries -0.05; number 85, N, carries -0.34; number 86, O, carries 0.07; number 87, O, carries 0.07; number 88, H, carries 0.11; number 89, H, carries 0.11; number 90, H, carries 0.11; number 91, H, carries 0.11; number 92, H, carries 0.10

---

2.
Entry from OMol25: 3 unconnected molecules or ions with the total composition C31H69N4O9S2 (ωB97M-V/def2-TZVPD).

CARTESIAN COORDINATES (ANGSTROEM)
C1 -5.034 0.886 -4.968
C2 -4.733 -0.357 -4.138
C3 -4.855 -0.072 -2.628
C4 -3.524 0.447 -2.065
C5 -3.719 1.249 -0.755
C6 -2.576 1.056 0.248
C7 -1.505 2.135 0.065
C8 -0.254 1.926 0.937
C9 0.855 1.005 0.395
C10 0.531 0.316 -0.918
N1 1.622 -0.455 -1.518
C11 2.810 -0.687 -0.719
C12 2.726 -2.114 -0.011
N2 1.581 -2.931 -0.452
C13 4.002 -0.768 -1.698
C14 3.828 -1.796 -2.829
C15 3.794 -1.190 -4.245
C16 2.414 -0.826 -4.798
C17 1.365 -1.920 -4.686
N3 1.811 -3.158 -5.336
C18 3.142 0.372 0.351
N4 2.257 1.618 0.381
C19 2.582 2.278 1.696
C20 2.846 3.783 1.772
C21 1.669 4.672 2.202
C22 2.262 6.054 2.483
O1 2.945 6.266 3.469
O2 2.052 7.010 1.547
C23 2.617 2.420 -0.819
C24 1.699 3.607 -1.188
C25 0.920 3.387 -2.500
O3 2.536 4.763 -1.356
H1 -5.026 0.664 -6.032
H2 -4.259 1.633 -4.793
H3 -5.986 1.327 -4.682
H4 -3.694 -0.633 -4.323
H5 -5.354 -1.204 -4.420
H6 -5.080 -1.006 -2.116
H7 -5.646 0.655 -2.458
H8 -3.066 1.105 -2.801
H9 -2.885 -0.404 -1.839
H10 -4.695 1.071 -0.310
H11 -3.720 2.306 -1.030
H12 -2.974 1.180 1.256
H13 -2.160 0.050 0.207
H14 -1.278 2.320 -0.981
H15 -1.964 3.056 0.427
H16 -0.623 1.480 1.860
H17 0.112 2.906 1.226
H18 0.967 0.205 1.125
H19 -0.280 -0.373 -0.682
H20 0.143 0.989 -1.675
H21 1.893 0.000 -2.377
H22 2.619 -1.988 1.067
H23 3.640 -2.658 -0.224
H24 1.023 -3.203 0.342
H25 1.936 -3.770 -0.884
H26 4.892 -0.999 -1.113
H27 4.174 0.219 -2.137
H28 4.699 -2.452 -2.805
H29 2.972 -2.445 -2.667
H30 4.322 -1.819 -4.954
H31 4.374 -0.265 -4.205
H32 2.015 0.104 -4.384
H33 2.547 -0.627 -5.863
H34 1.148 -2.100 -3.627
H35 0.429 -1.563 -5.108
H36 0.994 -3.736 -5.491
H37 2.373 -3.703 -4.694
H38 4.166 0.735 0.273
H39 3.072 -0.101 1.327
H40 1.811 2.021 2.419
H41 3.472 1.803 2.094
H42 3.582 3.922 2.563
H43 3.288 4.235 0.887
H44 1.183 4.291 3.095
H45 0.924 4.777 1.412
H46 1.428 6.714 0.881
H47 2.734 1.797 -1.697
H48 3.603 2.828 -0.618
H49 1.038 3.898 -0.382
H50 1.246 4.130 -3.222
H51 1.137 2.419 -2.948
H52 -0.149 3.519 -2.373
H53 3.231 4.562 -1.986
O4 1.409 -2.186 4.431
S1 0.513 -1.097 4.675
O5 0.738 0.162 4.022
O6 0.382 -0.868 6.233
C26 1.596 -0.728 7.010
C27 2.219 0.646 6.871
C28 -1.141 -1.594 4.360
H54 2.297 -1.518 6.737
H55 1.292 -0.902 8.040
H56 2.608 0.805 5.866
H57 3.043 0.752 7.577
H58 1.482 1.423 7.068
H59 -1.329 -2.528 4.880
H60 -1.242 -1.732 3.284
H61 -1.817 -0.816 4.702
O7 -4.356 -3.589 3.603
S2 -3.577 -4.151 2.543
O8 -2.837 -3.291 1.665
O9 -4.489 -5.119 1.686
C29 -5.747 -4.603 1.190
C30 -5.568 -3.708 -0.020
C31 -2.491 -5.375 3.192
H62 -6.274 -4.090 1.995
H63 -6.329 -5.483 0.926
H64 -5.062 -2.780 0.244
H65 -6.541 -3.458 -0.442
H66 -4.969 -4.207 -0.781
H67 -3.062 -6.048 3.824
H68 -1.732 -4.858 3.775
H69 -2.031 -5.908 2.365

## Properties
HOMO energy in eV: -11.253
Net charge: +1
Orbital gap in eV: 9.25
Total energy in Ha: -2914.85666

Löwdin atomic charge list, values in e, 99 entries: number 1, C, carries -0.11; number 2, C, carries -0.26; number 3, C, carries -0.21; number 4, C, carries -0.20; number 5, C, carries -0.19; number 6, C, carries -0.20; number 7, C, carries -0.20; number 8, C, carries -0.11; number 9, C, carries -0.18; number 10, C, carries -0.12; number 11, N, carries 0.04; number 12, C, carries -0.42; number 13, C, carries -0.16; number 14, N, carries 0.03; number 15, C, carries -0.13; number 16, C, carries -0.18; number 17, C, carries -0.19; number 18, C, carries -0.21; number 19, C, carries -0.30; number 20, N, carries 0.01; number 21, C, carries -0.04; number 22, N, carries -0.13; number 23, C, carries -0.08; number 24, C, carries -0.13; number 25, C, carries -0.10; number 26, C, carries -0.49; number 27, O, carries 0.11; number 28, O, carries 0.13; number 29, C, carries -0.04; number 30, C, carries -0.34; number 31, C, carries 0.00; number 32, O, carries -0.04; number 33, H, carries 0.07; number 34, H, carries 0.07; number 35, H, carries 0.07; number 36, H, carries 0.10; number 37, H, carries 0.10; number 38, H, carries 0.10; number 39, H, carries 0.11; number 40, H, carries 0.10; number 41, H, carries 0.11; number 42, H, carries 0.11; number 43, H, carries 0.11; number 44, H, carries 0.12; number 45, H, carries 0.10; number 46, H, carries 0.08; number 47, H, carries 0.12; number 48, H, carries 0.12; number 49, H, carries 0.08; number 50, H, carries 0.14; number 51, H, carries 0.12; number 52, H, carries 0.11; number 53, H, carries 0.07; number 54, H, carries 0.11; number 55, H, carries 0.11; number 56, H, carries 0.06; number 57, H, carries 0.07; number 58, H, carries 0.12; number 59, H, carries 0.11; number 60, H, carries 0.11; number 61, H, carries 0.08; number 62, H, carries 0.11; number 63, H, carries 0.10; number 64, H, carries 0.09; number 65, H, carries 0.11; number 66, H, carries 0.08; number 67, H, carries 0.11; number 68, H, carries 0.07; number 69, H, carries 0.06; number 70, H, carries 0.14; number 71, H, carries 0.12; number 72, H, carries 0.12; number 73, H, carries 0.13; number 74, H, carries 0.13; number 75, H, carries 0.11; number 76, H, carries 0.14; number 77, H, carries 0.09; number 78, H, carries 0.10; number 79, H, carries 0.12; number 80, H, carries 0.14; number 81, H, carries 0.11; number 82, H, carries 0.09; number 83, H, carries 0.07; number 84, H, carries 0.08; number 85, H, carries 0.10; number 86, O, carries -0.27; number 87, S, carries 0.56; number 88, O, carries -0.30; number 89, O, carries -0.25; number 90, C, carries -0.24; number 91, C, carries -0.07; number 92, C, carries -0.11; number 93, H, carries 0.12; number 94, H, carries 0.13; number 95, H, carries 0.07; number 96, H, carries 0.09; number 97, H, carries 0.09; number 98, H, carries 0.07; number 99, H, carries 0.06

---

> Among the records above, which one has the lowest net charge?

C38H34Br2N6O12

---

> Among the records above, which one has the lowest HOMO energy?

C31H69N4O9S2

---

> Which of these has the lowest net charge?

C38H34Br2N6O12